No. 1
{"formula": "C53H69N7O5PW", "method": "ωB97M-V with the def2-TZVPD basis set", "charge": 3, "spin_multiplicity": 1, "homo_lumo_gap_ev": [5.8, 5.6], "total_energy_ev": -87843.274, "elements": ["W", "C", "C", "C", "C", "C", "C", "C", "N", "C", "C", "C", "C", "C", "C", "O", "C", "C", "C", "C", "C", "C", "C", "C", "C", "O", "C", "C", "C", "C", "C", "C", "H", "H", "H", "H", "H", "H", "H", "H", "H", "H", "H", "H", "H", "H", "H", "H", "H", "H", "H", "H", "H", "H", "H", "H", "H", "H", "H", "H", "H", "H", "H", "H", "H", "H", "H", "H", "H", "H", "H", "H", "O", "C", "O", "C", "C", "C", "C", "C", "C", "N", "C", "C", "C", "C", "C", "C", "N", "H", "H", "H", "H", "H", "H", "H", "H", "H", "H", "O", "C", "C", "C", "C", "C", "C", "N", "H", "H", "H", "H", "H", "H", "H", "C", "N", "C", "N", "C", "N", "C", "P", "C", "C", "H", "H", "H", "H", "H", "H", "H", "H", "H", "H", "H", "H"], "positions_angstrom": [[0.779, -1.035, -0.947], [-3.583, 1.826, 3.983], [-4.119, 0.473, 3.518], [-5.521, 0.673, 2.925], [-4.192, -0.472, 4.726], [-3.229, -0.144, 2.443], [-2.100, 0.486, 1.967], [-1.363, -0.139, 0.947], [-0.170, 0.255, 0.365], [0.490, 1.436, 0.678], [0.004, 2.645, 1.188], [0.910, 3.657, 1.454], [2.283, 3.428, 1.222], [2.811, 2.266, 0.678], [1.847, 1.303, 0.371], [2.091, 0.140, -0.283], [4.308, 1.994, 0.554], [4.706, 1.693, -0.896], [4.644, 0.788, 1.449], [5.133, 3.189, 1.028], [0.394, 4.994, 1.988], [1.529, 5.952, 2.349], [-0.481, 5.646, 0.907], [-0.449, 4.741, 3.247], [-1.752, -1.389, 0.457], [-0.913, -1.835, -0.507], [-2.849, -2.102, 0.959], [-3.567, -1.418, 1.927], [-3.188, -3.532, 0.538], [-4.498, -4.006, 1.170], [-3.328, -3.654, -0.984], [-2.058, -4.455, 1.018], [-4.241, 2.232, 4.751], [-2.586, 1.747, 4.423], [-3.554, 2.554, 3.168], [-6.180, 1.108, 3.676], [-5.495, 1.347, 2.067], [-5.969, -0.269, 2.607], [-4.799, -0.018, 5.509], [-4.653, -1.428, 4.476], [-3.202, -0.666, 5.140], [-1.774, 1.411, 2.406], [-1.051, 2.819, 1.321], [2.971, 4.218, 1.478], [4.172, 0.833, -1.302], [4.514, 2.551, -1.543], [5.775, 1.482, -0.939], [4.119, -0.118, 1.137], [5.716, 0.588, 1.415], [4.375, 0.988, 2.488], [4.911, 4.093, 0.459], [4.982, 3.400, 2.088], [6.192, 2.970, 0.890], [2.133, 6.223, 1.482], [1.105, 6.874, 2.744], [2.184, 5.540, 3.119], [0.095, 5.849, 0.003], [-1.332, 5.017, 0.640], [-0.875, 6.594, 1.272], [0.131, 4.229, 4.017], [-0.788, 5.691, 3.660], [-1.341, 4.148, 3.036], [-4.436, -1.900, 2.349], [-5.342, -3.382, 0.875], [-4.708, -5.022, 0.835], [-4.447, -4.033, 2.259], [-4.096, -2.980, -1.370], [-2.385, -3.451, -1.494], [-3.629, -4.670, -1.240], [-1.958, -4.432, 2.104], [-2.268, -5.484, 0.720], [-1.102, -4.160, 0.579], [3.964, -0.896, 6.026], [4.318, -1.849, 5.151], [5.247, -2.568, 5.359], [3.489, -2.004, 3.893], [4.050, -2.792, 2.895], [3.367, -3.014, 1.711], [2.114, -2.440, 1.545], [1.530, -1.654, 2.525], [2.227, -1.447, 3.707], [1.438, -2.656, 0.291], [1.288, -3.841, -0.175], [0.827, -4.002, -1.561], [0.624, -5.239, -2.134], [0.315, -5.293, -3.497], [0.258, -4.119, -4.221], [0.465, -2.905, -3.570], [0.723, -2.838, -2.266], [3.236, -0.353, 5.708], [5.024, -3.229, 3.070], [3.813, -3.610, 0.925], [0.537, -1.243, 2.397], [1.746, -0.869, 4.486], [1.537, -4.717, 0.418], [0.715, -6.142, -1.547], [0.148, -6.248, -3.977], [0.055, -4.121, -5.283], [0.446, -1.967, -4.108], [3.181, -2.059, -1.571], [3.546, -1.961, -2.949], [3.163, -0.593, -3.441], [3.921, 0.082, -4.382], [3.630, 1.408, -4.662], [2.626, 2.033, -3.938], [1.914, 1.285, -3.021], [2.123, -0.020, -2.812], [3.850, -1.609, -1.035], [3.027, -2.762, -3.475], [4.615, -2.132, -3.079], [4.753, -0.416, -4.861], [4.208, 1.955, -5.394], [2.402, 3.082, -4.068], [1.158, 1.757, -2.404], [-4.171, 0.298, -3.189], [-3.495, 1.462, -2.618], [-3.039, 2.332, -3.697], [-2.176, 1.637, -4.651], [-2.880, 0.476, -5.185], [-3.334, -0.436, -4.136], [-2.216, -1.103, -3.495], [-1.097, 0.121, -2.648], [-2.415, 1.061, -1.733], [-0.888, 1.313, -4.076], [-5.060, 0.642, -3.719], [-4.486, -0.371, -2.385], [-2.508, 3.188, -3.279], [-3.913, 2.700, -4.235], [-2.231, -0.060, -5.880], [-3.752, 0.830, -5.735], [-1.673, -1.664, -4.257], [-2.574, -1.809, -2.744], [-1.958, 1.941, -1.269], [-2.831, 0.440, -0.940], [-0.231, 0.873, -4.832], [-0.425, 2.235, -3.722]], "atomic_forces_ev_per_a": [[-0.667, 0.569, -1.044], [-0.016, 0.027, 0.017], [0.084, 0.022, -0.045], [-0.039, 0.000, 0.007], [-0.010, -0.016, 0.039], [-0.031, -0.076, -0.034], [0.086, -0.051, -0.080], [-0.100, 0.067, 0.103], [0.049, 0.022, 0.047], [-0.024, 0.000, 0.023], [0.073, -0.053, -0.031], [-0.081, 0.033, 0.000], [0.074, -0.013, -0.002], [-0.126, -0.145, 0.216], [0.167, -0.310, -0.056], [0.322, 0.430, 0.101], [0.012, 0.020, -0.008], [0.019, 0.020, -0.048], [0.024, -0.011, -0.019], [0.046, 0.025, 0.035], [0.025, -0.052, 0.010], [0.019, 0.027, -0.012], [-0.016, 0.002, 0.005], [-0.025, 0.014, 0.018], [0.062, -0.229, 0.042], [0.170, -0.060, 0.067], [0.052, 0.192, -0.158], [-0.028, 0.074, 0.062], [-0.029, 0.004, 0.007], [0.000, -0.031, 0.012], [0.015, 0.003, -0.008], [0.038, -0.014, -0.001], [-0.012, -0.003, 0.002], [0.009, -0.015, 0.017], [0.000, 0.010, -0.021], [0.003, 0.008, 0.017], [0.009, 0.011, -0.011], [-0.005, -0.015, -0.002], [-0.012, 0.011, -0.001], [0.000, -0.020, -0.014], [0.019, 0.006, -0.001], [-0.002, 0.011, -0.013], [-0.025, -0.020, 0.007], [-0.001, -0.001, 0.009], [-0.007, -0.020, 0.016], [-0.014, 0.014, 0.010], [0.001, -0.006, -0.007], [-0.022, -0.015, -0.010], [0.010, 0.005, 0.000], [0.005, 0.017, 0.004], [0.006, 0.010, -0.035], [-0.025, -0.005, -0.001], [0.003, -0.006, 0.015], [-0.001, -0.002, -0.020], [-0.008, 0.003, 0.005], [-0.002, -0.010, 0.019], [0.019, 0.002, -0.018], [-0.020, -0.009, -0.005], [0.001, 0.016, 0.007], [0.020, 0.000, 0.006], [0.004, 0.012, -0.002], [-0.012, -0.020, -0.011], [-0.007, -0.012, -0.016], [-0.013, 0.013, -0.013], [-0.001, -0.006, -0.006], [0.014, 0.000, 0.016], [-0.003, 0.018, 0.010], [0.017, -0.009, -0.007], [-0.013, -0.010, 0.003], [-0.008, 0.012, 0.014], [-0.002, -0.016, 0.006], [-0.013, 0.003, -0.006], [0.026, 0.006, -0.036], [-0.040, -0.109, 0.116], [0.012, 0.064, -0.050], [-0.004, 0.048, -0.018], [-0.017, -0.043, -0.058], [0.084, 0.056, 0.175], [-0.104, -0.166, -0.218], [0.121, 0.014, 0.107], [0.002, -0.012, -0.043], [-0.082, -0.288, 0.168], [-0.083, 0.215, -0.122], [0.153, 0.230, 0.111], [-0.033, 0.172, -0.216], [0.031, -0.047, 0.142], [0.014, 0.156, 0.012], [0.011, -0.179, 0.070], [-0.084, -0.369, 0.255], [-0.012, 0.033, 0.015], [0.008, -0.001, 0.011], [-0.016, -0.014, -0.031], [-0.023, 0.001, -0.025], [-0.007, 0.002, 0.014], [0.040, 0.023, 0.016], [0.011, -0.001, 0.048], [-0.007, -0.006, -0.021], [-0.006, -0.028, -0.013], [-0.003, -0.012, 0.015], [-0.005, -0.140, 0.079], [0.002, 0.005, -0.001], [-0.036, 0.015, 0.031], [-0.033, 0.017, 0.007], [0.015, 0.003, -0.018], [-0.058, -0.051, 0.058], [0.012, 0.052, -0.043], [-0.030, -0.047, 0.086], [-0.011, 0.065, 0.021], [0.014, 0.020, -0.004], [-0.003, 0.038, 0.014], [0.001, -0.020, -0.008], [0.004, 0.006, -0.005], [0.014, 0.021, -0.005], [0.016, -0.017, -0.021], [-0.079, 0.010, -0.006], [0.073, -0.044, 0.060], [-0.057, 0.049, -0.034], [0.086, -0.010, 0.010], [-0.049, -0.001, -0.047], [0.083, -0.041, 0.021], [-0.116, -0.041, -0.019], [0.183, -0.262, 0.205], [-0.108, 0.150, 0.030], [0.010, 0.030, -0.078], [0.010, 0.002, 0.014], [0.006, 0.007, -0.004], [-0.001, -0.006, -0.003], [0.011, -0.005, 0.016], [-0.004, 0.009, 0.002], [0.014, -0.008, 0.010], [0.009, 0.008, 0.032], [-0.008, 0.010, -0.027], [-0.030, -0.014, -0.008], [0.021, 0.002, -0.001], [-0.005, 0.005, -0.003], [0.000, -0.014, -0.015]], "lowdin_charge": [1.7892, -0.0560, -0.5518, -0.0239, -0.0254, -0.1168, 0.0655, -0.2228, -0.0005, -0.1700, 0.0472, -0.1126, 0.0879, -0.0624, -0.2114, -0.2399, -0.5199, -0.0216, -0.0178, -0.0400, -0.5486, -0.0484, -0.0284, -0.0294, -0.2379, -0.2758, -0.0602, 0.0795, -0.5215, -0.0398, -0.0309, -0.0135, 0.1014, 0.0916, 0.0860, 0.1012, 0.0947, 0.0851, 0.1002, 0.0839, 0.0954, 0.0879, 0.1075, 0.0998, 0.0529, 0.0970, 0.1027, 0.0617, 0.1038, 0.0992, 0.0986, 0.1007, 0.1016, 0.0936, 0.1004, 0.0976, 0.0937, 0.0786, 0.1002, 0.0984, 0.1007, 0.0660, 0.1079, 0.1022, 0.1010, 0.0964, 0.0939, 0.0519, 0.1011, 0.1042, 0.1018, 0.0495, 0.1543, -0.4684, 0.1667, -0.0978, 0.0302, 0.0010, -0.2504, 0.0060, 0.0153, -0.0345, -0.0222, -0.2247, 0.0558, 0.0279, 0.0162, -0.1228, -0.0334, 0.0983, 0.1403, 0.1269, 0.1107, 0.1259, 0.1701, 0.1433, 0.1394, 0.1357, 0.1092, -0.1149, -0.1228, -0.2455, 0.0259, 0.0065, -0.0167, -0.1815, 0.0025, 0.1124, 0.1222, 0.1498, 0.1378, 0.1352, 0.1320, 0.0963, -0.1527, -0.1272, -0.1549, -0.1316, -0.1543, -0.1282, -0.2859, 1.0460, -0.2763, -0.2938, 0.1440, 0.1326, 0.1370, 0.1442, 0.1367, 0.1444, 0.0799, 0.0669, 0.1022, 0.0879, 0.1033, 0.0874]}

No. 2
{"formula": "C15H33FeGeSi3", "method": "ωB97M-V with the def2-TZVPD basis set", "charge": 3, "spin_multiplicity": 5, "homo_lumo_gap_ev": [6.6, 6.2], "total_energy_ev": -130598.289, "elements": ["Fe", "C", "C", "C", "C", "C", "C", "H", "H", "H", "H", "H", "H", "C", "Si", "C", "C", "Ge", "Si", "C", "C", "C", "Si", "C", "C", "C", "H", "H", "H", "H", "H", "H", "H", "H", "H", "H", "H", "H", "H", "H", "H", "H", "H", "H", "H", "H", "H", "H", "H", "H", "H", "H", "H"], "positions_angstrom": [[0.770, -0.360, 1.558], [-0.028, -2.670, 1.281], [1.337, -2.725, 0.961], [2.294, -2.450, 1.942], [1.889, -2.101, 3.233], [0.529, -2.036, 3.553], [-0.431, -2.334, 2.581], [-0.761, -3.027, 0.569], [1.659, -3.104, 0.002], [3.340, -2.607, 1.722], [2.635, -1.971, 4.007], [0.231, -1.843, 4.573], [-1.474, -2.419, 2.852], [2.806, 1.416, 1.486], [1.094, 2.159, 1.060], [1.127, 3.642, -0.125], [-0.065, 2.240, 2.581], [-0.222, 0.215, -0.448], [0.942, -0.856, -2.793], [-0.075, -2.454, -2.936], [2.769, -1.011, -2.291], [0.491, 0.679, -3.821], [-2.990, 0.670, -0.472], [-2.836, 2.345, -1.362], [-3.357, 0.685, 1.396], [-3.587, -0.837, -1.462], [3.433, 2.202, 1.901], [3.329, 1.035, 0.612], [2.786, 0.632, 2.249], [1.427, 4.535, 0.421], [0.162, 3.859, -0.575], [1.854, 3.512, -0.922], [0.446, 2.711, 3.416], [-0.401, 1.253, 2.924], [-0.947, 2.844, 2.387], [-0.276, -2.922, -1.975], [0.461, -3.187, -3.537], [-1.026, -2.286, -3.436], [3.003, -1.962, -1.818], [3.108, -0.205, -1.642], [3.381, -0.965, -3.192], [-0.583, 0.787, -3.955], [0.923, 0.613, -4.819], [0.881, 1.596, -3.379], [-2.514, 3.133, -0.683], [-3.803, 2.649, -1.761], [-2.145, 2.300, -2.203], [-3.042, 1.606, 1.880], [-2.908, -0.159, 1.918], [-4.434, 0.611, 1.545], [-3.299, -0.780, -2.511], [-4.676, -0.876, -1.436], [-3.228, -1.780, -1.052]], "atomic_forces_ev_per_a": [[0.531, -0.624, 0.742], [-0.126, 0.013, -0.147], [0.111, 0.048, 0.071], [-0.112, -0.065, -0.009], [0.058, 0.014, -0.055], [0.059, 0.093, -0.107], [0.032, 0.014, 0.012], [-0.041, 0.124, -0.041], [-0.043, 0.115, -0.137], [0.107, 0.184, -0.020], [-0.012, 0.148, 0.017], [-0.084, 0.112, 0.088], [-0.079, 0.204, 0.014], [-0.732, 0.148, -0.265], [0.026, 0.168, 0.170], [-0.142, -0.831, 0.148], [0.697, 0.067, -0.540], [-0.211, 0.110, -0.437], [-0.019, 0.139, -0.307], [0.333, 0.759, -0.034], [-0.856, -0.026, 0.017], [0.070, -0.675, 0.498], [-0.298, 0.003, -0.284], [0.101, -0.735, 0.481], [0.395, 0.019, -0.796], [0.376, 0.680, 0.396], [0.040, 0.204, 0.241], [-0.022, -0.041, -0.139], [0.123, -0.095, 0.203], [0.055, 0.037, 0.354], [-0.167, -0.042, 0.008], [0.112, -0.148, -0.075], [0.184, 0.008, 0.169], [-0.117, -0.048, 0.153], [-0.178, -0.048, -0.194], [0.073, 0.009, 0.134], [0.257, -0.037, -0.087], [-0.109, 0.170, -0.013], [-0.120, -0.106, 0.071], [-0.042, 0.128, -0.009], [-0.021, 0.091, -0.269], [-0.106, -0.098, 0.056], [0.171, -0.169, -0.140], [0.104, 0.010, 0.099], [0.029, 0.003, 0.110], [-0.220, -0.089, -0.025], [-0.015, -0.068, -0.063], [0.099, 0.100, -0.072], [-0.005, -0.097, -0.032], [-0.221, -0.078, -0.136], [0.083, 0.110, -0.028], [-0.158, 0.096, 0.098], [0.030, -0.006, 0.111]], "lowdin_charge": [0.3212, -0.1175, -0.0917, -0.0457, -0.0328, -0.0357, -0.0672, 0.1231, 0.1209, 0.1423, 0.1446, 0.1414, 0.1363, -0.1808, 0.5495, -0.1519, -0.1818, 0.8969, 0.6597, -0.1769, -0.1724, -0.1939, 0.6479, -0.1860, -0.1732, -0.1842, 0.0724, 0.0398, 0.0244, 0.0631, 0.0305, 0.0460, 0.0606, 0.0143, 0.0465, 0.0143, 0.0579, 0.0417, 0.0328, 0.0214, 0.0601, 0.0339, 0.0590, 0.0336, 0.0354, 0.0598, 0.0245, 0.0292, 0.0193, 0.0602, 0.0382, 0.0573, 0.0317]}